A 2-piece molecular cluster, C6H19PSi2 overall. Source: the Open Molecules 2025 dataset; level of theory: ωB97M-V/def2-TZVPD.

The geometry in XYZ format:
```
28
Properties=species:S:1:pos:R:3:forces:R:3:mulliken_charge:R:1
C 2.662 0.689 -1.505 2.877 0.775 0.291 -0.902
Si 2.027 1.080 0.258 -2.958 1.341 -2.735 0.570
C 0.426 0.161 0.453 -0.756 2.791 -0.134 -0.410
P -0.953 1.004 -0.202 2.077 -2.043 -0.078 1.020
C -2.309 -0.241 -0.414 -0.015 1.641 -1.023 -1.337
C -1.493 2.213 1.041 -0.359 -2.513 1.996 -1.161
C -0.920 1.786 -1.900 0.934 0.542 1.641 -1.249
H 2.760 -0.406 -1.495 -0.453 0.156 -0.492 0.172
H 2.205 1.118 -2.400 -0.492 -0.432 0.268 0.302
H 3.776 1.013 -1.643 -1.644 -0.351 0.456 0.277
H 1.917 2.620 0.465 -0.093 -0.978 -0.108 -0.166
H 2.973 0.616 1.085 2.536 -1.110 2.203 -0.297
H 0.499 -0.843 0.137 -0.101 -1.167 -0.356 -0.118
H -3.180 0.319 -0.806 0.160 -0.552 0.275 0.348
H -2.130 -1.134 -1.015 0.451 0.421 -0.236 0.353
H -2.466 -0.570 0.570 -0.589 -0.452 1.403 0.430
H -2.131 1.523 1.731 0.337 1.350 -1.301 0.321
H -0.664 2.292 1.768 0.042 0.619 -0.855 0.350
H -1.984 3.125 0.775 -0.252 0.420 -0.153 0.392
H -0.124 2.565 -2.061 -0.722 -0.826 0.439 0.317
H -0.730 0.938 -2.576 -0.781 0.570 -0.062 0.306
H -1.883 2.289 -1.781 -0.223 -0.148 -1.416 0.467
C 1.568 -3.361 0.552 -2.537 -1.524 -0.045 -0.538
Si 0.174 -4.383 0.254 2.282 1.717 1.353 0.309
H 1.873 -3.217 1.557 0.189 -0.357 1.014 0.260
H 1.991 -2.612 -0.033 0.707 0.711 -1.528 0.157
H -0.636 -4.568 -0.879 -0.469 -0.072 -1.470 -0.089
H -0.475 -4.963 1.392 -0.148 -0.529 0.656 -0.082
```
Positions in Å, forces in eV/Å.

Computed properties:
Spin multiplicity = 1
Gap between HOMO and LUMO = 7.36 eV
Energy relative to the best compared isomer or geometry (same formula, charge and spin) = 258.7 kJ/mol
Strongest force on any atom = 4.246 eV Å⁻¹
E_HOMO = -0.260 Eh
SMILES = C[SiH2]C=P(C)(C)C.C=[SiH2]

***

A 7-piece molecular cluster, C47H82BF2N5O20P2S6 overall. Source: the Open Molecules 2025 dataset; level of theory: ωB97M-V/def2-TZVPD.

The geometry in XYZ format:
```
165
Properties=species:S:1:pos:R:3:forces:R:3:mulliken_charge:R:1
C -3.609 -2.137 9.290 -0.005 0.128 0.467 -1.249
C -2.916 -2.021 7.878 0.607 0.721 0.517 0.200
P -2.228 -3.674 7.248 -0.966 0.106 -0.049 -0.126
C -1.087 -4.290 8.605 1.327 -0.479 -0.463 -0.928
C -1.239 -3.160 5.722 0.934 1.064 -0.138 0.150
N -1.650 -2.023 5.084 2.183 -2.190 -0.391 -0.130
C -0.877 -1.706 3.970 0.370 0.544 -1.189 -0.597
C -1.259 -0.486 3.154 1.976 -0.116 -1.295 0.317
B -2.552 0.402 3.522 -1.535 0.133 -0.278 0.502
O -3.561 0.509 2.512 1.617 0.406 1.140 -0.614
N -2.820 1.081 4.794 1.476 -1.245 0.343 0.177
C -3.969 0.490 5.527 -1.648 0.154 -1.310 -0.954
C -1.612 1.247 5.642 0.179 1.137 -0.012 -0.711
C -0.476 -0.074 1.955 1.242 -1.475 2.231 0.326
P -0.908 1.399 0.878 -2.249 -1.395 -2.861 0.988
N -2.152 0.925 -0.010 1.906 0.539 1.298 -0.421
O 0.295 1.793 -0.211 -0.843 0.624 2.549 -0.259
O -1.222 2.785 1.760 1.423 -1.780 -0.220 -0.509
C 0.706 -0.905 1.576 -0.496 -1.791 1.745 -0.541
O 1.518 -0.633 0.464 -1.275 -0.107 0.664 -0.670
C 1.052 -2.082 2.354 -0.498 0.536 -0.569 0.968
C 2.306 -2.925 1.901 -0.924 0.307 1.883 -1.099
C 3.484 -2.574 2.941 0.076 -0.111 -0.657 -0.285
C 4.669 -1.773 2.261 -0.392 -0.011 1.337 1.535
C 4.557 -0.205 2.506 0.584 -0.094 -0.006 -0.500
C 5.721 0.352 3.426 -0.492 0.850 0.221 -0.448
C 5.797 1.930 3.387 1.939 -0.751 -0.194 -0.615
O 4.733 2.567 4.138 -0.780 0.959 -1.504 -0.306
C 4.499 3.863 3.689 -0.455 0.819 0.433 0.637
C 2.999 4.301 3.569 -0.135 -0.440 0.455 -0.651
O 5.370 4.656 3.429 -0.292 -0.999 -0.028 -0.516
C 0.289 -2.527 3.576 0.499 1.940 -2.628 -0.102
N 0.738 -3.687 4.193 -3.546 1.473 2.002 -0.207
C -0.071 -3.955 5.237 0.391 0.950 -0.117 -0.385
N 0.237 -5.203 6.003 -0.378 0.059 -3.773 0.474
C -0.698 -6.231 5.524 0.031 -0.576 1.005 0.510
O -0.832 -7.214 6.164 -0.349 0.168 -0.920 -0.462
F -1.399 -5.962 4.376 1.105 -0.072 1.542 -0.200
C 1.614 -5.553 5.682 1.086 -0.374 -0.145 0.765
O 2.554 -4.976 6.094 -0.567 -0.120 0.128 -0.440
F 1.837 -6.621 4.814 -1.347 1.161 1.174 -0.293
H -3.759 -1.097 9.709 0.054 -1.105 -0.574 0.362
H -2.974 -2.667 10.063 -0.605 0.519 -0.994 0.303
H -4.610 -2.650 9.276 1.005 0.461 -0.181 0.321
H -3.626 -1.559 7.134 0.856 -0.825 0.769 -0.094
H -2.057 -1.289 8.000 -0.878 -0.761 -0.292 0.202
H -0.949 -5.400 8.431 -0.257 1.235 0.226 0.253
H -1.495 -4.168 9.641 0.213 0.142 -1.122 0.418
H -0.053 -3.845 8.511 -1.095 -0.300 0.404 0.291
H -3.542 1.460 2.271 -0.626 -0.626 -0.027 0.306
H -3.983 -0.633 5.406 0.062 1.115 0.615 0.243
H -4.064 0.830 6.589 0.505 -0.370 -0.897 0.332
H -4.906 0.849 4.998 0.937 -0.416 0.681 0.308
H -0.915 1.947 5.089 -0.547 -0.819 0.620 0.075
H -1.912 1.816 6.574 0.441 -0.875 -0.842 0.340
H -1.052 0.301 5.867 -0.611 0.792 0.068 0.146
H -2.367 -0.034 0.297 -0.265 0.695 -0.136 0.225
H 0.887 2.479 0.162 -0.147 -0.416 -0.392 0.264
H -0.559 2.843 2.479 -0.421 0.271 -0.237 0.312
H 1.488 -1.404 -0.137 0.032 0.520 0.500 0.316
H 2.595 -2.710 0.844 -0.158 -0.413 1.057 0.317
H 2.033 -4.009 2.071 0.320 1.144 -0.600 0.412
H 3.855 -3.555 3.346 -0.244 0.936 -0.256 -0.299
H 3.042 -1.984 3.798 0.553 -0.701 -0.775 0.344
H 5.615 -2.121 2.780 -1.363 0.584 -1.179 0.061
H 4.672 -2.050 1.175 0.291 0.441 1.284 -1.003
H 4.645 0.331 1.517 -0.313 -0.480 0.979 0.242
H 3.582 0.055 3.018 0.868 -0.192 -0.776 0.136
H 5.581 0.075 4.512 0.068 0.024 -1.096 0.230
H 6.741 -0.026 3.121 -1.144 0.321 0.120 0.320
H 6.786 2.236 3.837 -1.017 -0.195 -0.381 0.287
H 5.821 2.296 2.320 -0.297 -0.321 1.058 0.374
H 2.402 3.892 4.438 0.561 0.250 -1.093 0.274
H 2.589 3.928 2.587 0.396 0.147 1.075 0.002
H 2.891 5.420 3.565 0.484 -1.172 0.030 0.333
O 9.008 -4.836 3.231 -0.075 0.244 -0.050 -0.701
S 7.618 -4.567 3.505 -0.183 -0.125 -0.013 0.972
O 7.004 -3.298 3.190 0.853 -0.352 0.135 -0.675
C 6.635 -5.876 2.793 -0.215 -0.382 -0.098 -0.496
C 6.557 -6.930 3.892 0.083 -0.069 0.092 -0.694
C 6.308 -6.158 5.192 -0.185 -0.055 0.016 -0.268
C 7.282 -4.976 5.217 -0.154 -0.148 0.502 -0.740
H 7.106 -6.239 1.881 0.056 0.194 0.012 0.450
H 5.647 -5.468 2.570 0.080 0.065 -0.010 0.164
H 5.768 -7.656 3.695 0.047 0.042 -0.007 0.370
H 7.506 -7.470 3.960 -0.047 0.017 -0.058 0.313
H 5.279 -5.787 5.203 0.054 -0.013 -0.002 -0.002
H 6.437 -6.793 6.070 -0.006 0.062 -0.038 0.379
H 6.851 -4.109 5.717 0.147 0.058 -0.131 0.381
H 8.227 -5.246 5.690 0.021 0.078 -0.147 0.362
O 4.638 -3.218 -1.213 -0.037 0.118 0.332 -0.753
S 5.232 -1.936 -1.524 0.295 0.329 -0.436 1.346
O 5.638 -1.008 -0.497 -0.061 -0.189 0.015 -0.706
C 6.599 -2.197 -2.642 0.242 -0.208 -0.415 -0.857
C 5.962 -2.143 -4.030 -0.120 0.038 0.085 -0.758
C 4.977 -0.967 -3.990 0.130 -0.265 -0.250 -0.389
C 4.176 -1.088 -2.695 -0.301 0.261 -0.276 -0.749
H 7.080 -3.150 -2.425 -0.075 0.056 0.189 0.441
H 7.306 -1.379 -2.502 -0.082 -0.023 0.087 0.339
H 6.713 -2.016 -4.811 -0.035 -0.017 0.053 0.395
H 5.420 -3.072 -4.229 0.074 0.011 0.020 0.298
H 5.534 -0.026 -3.994 -0.063 -0.035 -0.016 0.297
H 4.313 -0.957 -4.860 0.445 -0.091 0.536 0.303
H 3.910 -0.110 -2.293 -0.007 -0.136 0.162 0.404
H 3.278 -1.690 -2.836 0.078 -0.057 0.106 0.475
O -1.371 4.682 -4.508 0.257 -0.150 -0.441 -0.777
S -2.459 3.754 -4.730 -0.710 -0.075 0.621 1.417
O -2.529 2.922 -5.916 0.286 0.205 -0.180 -0.746
C -2.627 2.718 -3.286 0.114 -0.193 0.323 -0.493
C -3.582 3.484 -2.384 -0.178 0.114 0.107 -0.803
C -4.685 4.015 -3.304 -0.111 -0.047 0.017 0.057
C -4.006 4.627 -4.531 -0.243 0.164 -0.092 -0.683
H -1.650 2.548 -2.834 0.024 0.001 -0.119 0.402
H -3.062 1.770 -3.605 -0.005 0.066 0.022 0.208
H -3.982 2.847 -1.594 0.113 -0.051 -0.091 0.321
H -3.060 4.322 -1.910 0.040 -0.060 -0.023 0.436
H -5.328 3.189 -3.615 0.135 0.238 0.090 -0.478
H -5.315 4.748 -2.797 0.033 -0.009 -0.087 0.528
H -4.613 4.502 -5.433 0.577 0.001 0.403 0.290
H -3.779 5.684 -4.379 0.149 -0.070 -0.044 0.416
O 3.494 0.178 -6.134 -0.157 0.477 -0.331 -0.772
S 3.038 1.513 -5.807 -0.415 0.467 -0.108 1.296
O 3.844 2.425 -5.032 0.301 -0.419 0.027 -0.743
C 2.525 2.324 -7.313 -0.186 0.076 -0.435 -0.861
C 1.053 1.954 -7.458 -0.075 -0.132 0.062 -0.872
C 0.449 2.089 -6.057 -0.016 0.045 -0.058 -0.259
C 1.404 1.399 -5.079 -0.406 -0.044 0.145 -0.665
H 3.140 1.984 -8.145 0.126 -0.021 0.155 0.467
H 2.648 3.399 -7.169 0.055 -0.075 0.078 0.327
H 0.549 2.597 -8.180 0.028 -0.034 0.047 0.362
H 0.960 0.920 -7.803 0.047 0.055 -0.043 0.331
H 0.359 3.148 -5.800 -0.035 -0.104 -0.004 0.117
H -0.550 1.655 -6.005 0.147 0.121 0.006 0.390
H 1.409 1.890 -4.106 0.175 -0.094 -0.019 0.373
H 1.162 0.342 -4.960 0.145 0.017 -0.025 0.385
O -6.665 7.089 -5.450 0.143 -0.276 0.078 -0.730
S -6.565 6.198 -6.578 -0.239 -0.017 -0.258 1.225
O -6.154 4.820 -6.434 -0.493 0.242 -0.091 -0.718
C -8.103 6.252 -7.484 -0.362 0.109 -0.257 -0.754
C -7.915 7.392 -8.478 0.041 0.125 -0.007 -0.581
C -6.496 7.233 -9.031 -0.053 -0.020 -0.156 -0.661
C -5.564 6.984 -7.841 0.288 0.195 -0.414 -0.671
H -8.932 6.413 -6.796 0.142 -0.093 0.114 0.412
H -8.220 5.297 -7.998 0.052 0.007 0.093 0.335
H -8.664 7.361 -9.270 0.027 0.004 0.062 0.348
H -8.005 8.354 -7.965 -0.039 -0.063 -0.008 0.291
H -6.464 6.375 -9.709 -0.007 0.040 0.050 0.307
H -6.182 8.110 -9.598 0.009 -0.065 0.040 0.325
H -4.737 6.326 -8.106 -0.023 0.002 0.211 0.365
H -5.180 7.918 -7.431 -0.060 -0.102 0.116 0.404
O -5.394 1.024 -2.963 -0.188 -0.010 0.075 -0.567
S -6.463 0.610 -3.839 -0.263 -0.188 -0.351 1.125
O -7.627 1.429 -4.071 0.234 0.164 0.278 -0.745
C -5.758 0.146 -5.413 0.280 -0.188 -0.316 -0.480
C -5.426 -1.333 -5.255 0.049 -0.082 0.079 -0.613
C -6.627 -1.954 -4.534 -0.021 -0.103 -0.113 -0.617
C -6.984 -1.037 -3.361 -0.137 -0.526 0.100 -0.725
H -4.884 0.764 -5.625 -0.104 0.134 0.089 0.194
H -6.521 0.300 -6.177 0.005 0.070 0.092 0.377
H -5.243 -1.807 -6.220 0.010 0.042 0.052 0.373
H -4.527 -1.452 -4.644 -0.020 0.036 -0.057 0.290
H -7.473 -2.016 -5.225 0.051 0.020 0.033 0.295
H -6.412 -2.967 -4.190 -0.036 0.064 -0.005 0.345
H -8.055 -1.032 -3.164 0.093 0.181 0.080 0.342
H -6.440 -1.313 -2.457 0.007 0.157 -0.033 0.357
```
Positions in Å, forces in eV/Å.

Computed properties:
Spin multiplicity = 1
Gap between HOMO and LUMO = 7.04 eV
Strongest force on any atom = 4.331 eV Å⁻¹
E_HOMO = -0.309 Eh
SMILES = CCP(C)c1nc2c(B(O)N(C)C)c(P(=N)(O)O)c(O)c(CCCCCCOC(C)=O)c2nc1N(C(=O)F)C(=O)F.O=S1(=O)CCCC1.O=S1(=O)CCCC1.O=S1(=O)CCCC1.O=S1(=O)CCCC1.O=S1(=O)CCCC1.O=S1(=O)CCCC1

***

Number 1: DFT total energy -31569.6512 eV. Number 2: DFT total energy -188167.4126 eV.